C5H12O2 in the gas phase. Source: the Open Molecules 2025 dataset; level of theory: ωB97M-V/def2-TZVPD.

The geometry in XYZ format:
```
19
Properties=species:S:1:pos:R:3:mulliken_charge:R:1
O -0.398 -0.508 1.083 -0.35
O 1.403 -2.469 -0.757 -0.51
C -0.548 1.874 0.195 -1.32
C -0.191 0.310 -0.051 0.51
C -1.651 -0.220 1.644 -0.70
C 1.493 -1.225 -1.419 -0.56
C 1.249 0.017 -0.536 -0.80
H 1.588 0.882 -1.114 0.37
H -1.727 0.872 1.681 0.25
H -1.697 -0.664 2.641 0.25
H 1.899 -0.076 0.344 0.23
H 2.525 -1.183 -1.797 0.32
H -0.757 2.297 1.197 0.36
H 0.839 -1.202 -2.308 0.31
H -0.900 -0.013 -0.837 0.31
H -1.435 2.163 -0.388 0.33
H 0.292 2.466 -0.153 0.37
H -2.478 -0.589 1.018 0.29
H 0.559 -2.500 -0.292 0.33
```

- E (a.u.) = -348.13913
- lowest unoccupied orbital energy (eV) = 0.9772
- SMILES = CO[C@@H](C)CCO

2 unconnected molecules or ions with the total composition C5H12O2. Source: the Open Molecules 2025 dataset; level of theory: ωB97M-V/def2-TZVPD.

The geometry in XYZ format:
```
19
Properties=species:S:1:pos:R:3:mulliken_charge:R:1
O -0.253 -2.099 0.291 -0.63
O -2.080 0.051 0.378 -0.61
C 0.700 0.768 1.063 -0.50
C 0.096 0.762 -0.352 -0.39
C -1.726 0.021 -1.979 -1.13
C -1.302 0.232 -0.543 0.50
C 2.070 0.096 1.239 -1.20
H -2.740 0.397 -2.129 0.33
H -1.043 0.485 -2.696 0.35
H 2.043 -0.994 1.134 0.26
H 0.767 0.330 -1.103 0.37
H -1.726 -1.059 -2.161 0.26
H 2.804 0.465 0.513 0.32
H 2.467 0.319 2.237 0.35
H 0.821 1.817 1.348 0.38
H 0.285 -2.112 1.090 0.28
H -0.021 0.343 1.771 0.34
H -1.046 -1.616 0.565 0.35
H -0.116 1.795 -0.667 0.36
```

- E (a.u.) = -348.18089
- lowest unoccupied orbital energy (eV) = 0.9109
- SMILES = CCCC(C)=O.O

C5H12O2 in the gas phase. Source: the Open Molecules 2025 dataset; level of theory: ωB97M-V/def2-TZVPD.

The geometry in XYZ format:
```
19
Properties=species:S:1:pos:R:3:mulliken_charge:R:1
O 0.256 -1.834 0.908 -0.59
O 1.385 0.584 0.318 -0.59
C 0.829 -1.797 -1.454 -1.49
C 0.097 0.291 -0.210 -0.07
C -0.051 -1.233 -0.348 0.22
C -0.854 2.399 0.844 -1.18
C -1.009 0.895 0.652 -0.49
H 0.111 2.634 1.304 0.27
H 1.204 -2.021 0.903 0.36
H -0.894 2.920 -0.120 0.31
H 1.867 -1.480 -1.296 0.33
H -1.102 -1.478 -0.543 0.37
H -1.006 0.379 1.622 0.29
H 0.514 -1.430 -2.436 0.38
H -1.649 2.805 1.479 0.38
H 1.371 0.236 1.221 0.39
H -1.978 0.669 0.187 0.31
H 0.082 0.754 -1.206 0.42
H 0.782 -2.891 -1.464 0.38
```

- E (a.u.) = -348.18433
- lowest unoccupied orbital energy (eV) = 0.8984
- SMILES = CC[C@@H](O)[C@@H](C)O

2 unconnected molecules or ions with the total composition C5H12O2. Source: the Open Molecules 2025 dataset; level of theory: ωB97M-V/def2-TZVPD.

The geometry in XYZ format:
```
19
Properties=species:S:1:pos:R:3:mulliken_charge:R:1
O 1.411 1.587 0.900 -0.56
O -0.951 1.184 -0.721 -0.49
C 2.143 0.783 -1.266 -1.24
C -2.771 -1.063 1.131 -0.98
C 1.694 0.423 0.153 -0.01
C -0.578 0.028 -0.768 -0.16
C 0.468 -0.517 0.168 -0.34
H 3.055 1.383 -1.223 0.34
H -3.091 -1.514 0.186 0.24
H 2.331 -0.106 -1.882 0.32
H 0.069 -0.513 1.189 0.24
H 0.589 1.949 0.528 0.42
H -2.358 -0.070 0.940 0.21
H -2.016 -1.700 1.602 0.24
H -0.967 -0.648 -1.555 0.35
H 2.511 -0.082 0.679 0.41
H 1.374 1.386 -1.762 0.34
H -3.630 -0.959 1.796 0.34
H 0.718 -1.551 -0.094 0.35
```

- E (a.u.) = -348.16382
- lowest unoccupied orbital energy (eV) = 0.7034
- SMILES = C[C@@H](O)CC=O.C

3 unconnected molecules or ions with the total composition C5H12O2. Source: the Open Molecules 2025 dataset; level of theory: ωB97M-V/def2-TZVPD.

The geometry in XYZ format:
```
19
Properties=species:S:1:pos:R:3:mulliken_charge:R:1
O 1.426 0.559 3.481 -0.63
O -3.652 -1.350 0.403 -0.64
C 0.033 -0.662 0.448 -1.28
C -0.390 1.647 -1.691 -0.61
C 0.810 -0.236 -0.550 0.95
C 0.640 1.172 -1.002 -0.35
C 1.724 -1.131 -1.308 -1.16
H 1.306 1.925 -0.588 0.26
H 1.317 -1.229 -2.322 0.27
H -3.384 -0.935 -0.421 0.31
H 1.771 -2.139 -0.912 0.34
H -0.694 0.043 0.831 0.43
H 1.108 1.061 4.250 0.32
H 0.720 0.633 2.820 0.32
H 0.103 -1.625 0.913 0.30
H -1.142 0.993 -2.104 0.25
H 2.735 -0.748 -1.362 0.32
H -0.441 2.710 -1.899 0.27
H -3.992 -0.689 1.011 0.31
```

- E (a.u.) = -348.12870
- lowest unoccupied orbital energy (eV) = 0.6940
- SMILES = C=CC(=C)C.O.O

C5H12O2 in the gas phase. Source: the Open Molecules 2025 dataset; level of theory: ωB97M-V/def2-TZVPD.

The geometry in XYZ format:
```
19
Properties=species:S:1:pos:R:3:mulliken_charge:R:1
O 0.920 -1.543 -1.328 -0.59
O -0.126 0.753 -1.541 -0.59
C -0.193 0.269 -0.219 -0.06
C 0.650 1.116 0.734 -0.47
C 0.198 -1.237 -0.138 0.54
C 0.238 2.583 0.716 -1.26
C -1.019 -2.132 0.038 -1.55
H 0.436 0.129 -2.026 0.37
H -0.826 2.690 0.962 0.32
H -1.245 0.363 0.094 0.30
H 0.870 -1.376 0.722 0.22
H -1.526 -1.890 0.978 0.36
H -0.737 -3.192 0.079 0.46
H 1.708 1.009 0.460 0.28
H 0.811 3.169 1.442 0.37
H 0.394 3.010 -0.279 0.29
H 0.538 0.704 1.748 0.30
H -1.729 -1.984 -0.784 0.37
H 0.882 -2.493 -1.483 0.32
```

- E (a.u.) = -348.17951
- lowest unoccupied orbital energy (eV) = 0.7835
- SMILES = CC[C@@H](O)[C@@H](C)O

A molecular structure, C5H12O2 in a non-equilibrium geometry. Source: the Open Molecules 2025 dataset; level of theory: ωB97M-V/def2-TZVPD.

The geometry in XYZ format:
```
19
Properties=species:S:1:pos:R:3:mulliken_charge:R:1
O 0.077 -2.068 -1.509 -0.50
O 1.693 0.097 -0.575 -0.49
C 0.835 1.322 1.673 -1.19
C 0.540 0.780 -0.277 -0.46
C -0.733 0.229 -0.064 0.30
C -1.151 -0.745 0.994 -1.29
C -0.597 -0.876 -1.770 -0.63
H 0.524 1.778 -0.715 0.44
H 0.984 -1.853 -1.255 0.36
H -0.302 -1.307 1.374 0.28
H -1.851 -1.471 0.576 0.41
H 1.249 0.432 2.137 0.34
H -0.015 1.749 2.197 0.34
H -1.518 0.923 -0.351 0.27
H 2.219 0.613 -1.196 0.35
H -1.650 -1.110 -1.915 0.37
H -1.688 -0.228 1.789 0.38
H -0.226 -0.338 -2.650 0.34
H 1.611 2.074 1.539 0.37
```

- E (a.u.) = -348.03563
- lowest unoccupied orbital energy (eV) = 0.5688

2 unconnected molecules or ions with the total composition C5H12O2. Source: the Open Molecules 2025 dataset; level of theory: ωB97M-V/def2-TZVPD.

The geometry in XYZ format:
```
19
Properties=species:S:1:pos:R:3:mulliken_charge:R:1
O 1.568 -0.438 1.330 -0.52
O 0.919 0.484 -1.552 -0.46
C 0.449 -1.179 1.012 -0.68
C -1.819 1.594 0.177 -1.06
C 1.388 -0.753 -2.036 -0.47
C -0.744 -0.609 0.898 -0.10
C -1.047 0.821 1.249 -0.25
H 0.619 -2.234 0.808 0.41
H -0.116 1.345 1.492 0.27
H -2.166 2.553 0.579 0.34
H -1.638 0.810 2.175 0.33
H 1.571 -1.475 -1.230 0.16
H -2.703 1.036 -0.155 0.29
H 2.320 -0.638 -2.607 0.26
H 0.630 -1.186 -2.696 0.23
H -1.195 1.785 -0.701 0.24
H 2.328 -1.022 1.416 0.34
H 1.235 0.579 -0.643 0.34
H -1.562 -1.234 0.549 0.32
```

- E (a.u.) = -348.14010
- lowest unoccupied orbital energy (eV) = 0.5931
- SMILES = CC/C=C\O.CO

2 unconnected molecules or ions with the total composition C5H12O2 in a non-equilibrium geometry. Source: the Open Molecules 2025 dataset; level of theory: ωB97M-V/def2-TZVPD.

The geometry in XYZ format:
```
19
Properties=species:S:1:pos:R:3:mulliken_charge:R:1
O 1.205 0.215 1.353 -0.47
O 2.330 1.673 -1.231 -0.66
C -0.562 -0.204 -0.949 -0.44
C -0.479 1.059 -0.046 -0.42
C -2.086 -1.834 0.398 -1.18
C -0.832 -1.569 -0.346 -0.44
C 0.078 0.583 1.247 -0.08
H -1.262 0.039 -1.821 0.37
H 3.256 1.853 -1.540 0.30
H -1.364 1.642 0.076 0.35
H 2.401 0.963 -0.494 0.32
H 0.246 1.733 -0.636 0.27
H -2.053 -2.722 1.035 0.33
H 0.070 -1.791 0.302 0.25
H -2.303 -1.049 1.164 0.25
H -0.762 -2.311 -1.193 0.37
H -2.974 -1.764 -0.264 0.31
H 0.391 -0.394 -1.526 0.20
H -0.640 0.486 2.093 0.37
```

- E (a.u.) = -348.15052
- lowest unoccupied orbital energy (eV) = 0.8975
- SMILES = CCCCC=O.O

C5H12O2 in the gas phase. Source: the Open Molecules 2025 dataset; level of theory: ωB97M-V/def2-TZVPD.

The geometry in XYZ format:
```
19
Properties=species:S:1:pos:R:3:mulliken_charge:R:1
O 0.087 -1.501 -0.027 -0.62
O -2.043 -0.105 0.440 -0.58
C 0.217 -0.072 -0.213 -0.04
C 0.779 0.583 1.044 -0.62
C 2.199 0.102 1.326 -1.08
C -1.654 0.018 -1.948 -1.36
C -1.191 0.427 -0.553 0.16
H 0.891 0.101 -1.064 0.34
H -1.020 0.460 -2.725 0.34
H -1.680 -1.009 0.520 0.42
H 2.887 0.471 0.557 0.30
H -2.683 0.353 -2.109 0.36
H 2.561 0.439 2.301 0.37
H 2.256 -0.992 1.304 0.30
H 0.091 0.348 1.867 0.31
H -1.193 1.523 -0.478 0.39
H 0.769 1.676 0.947 0.38
H -1.627 -1.072 -2.058 0.28
H 0.354 -1.751 0.869 0.36
```

- E (a.u.) = -348.18020
- lowest unoccupied orbital energy (eV) = 0.8536
- SMILES = CC[C@@H](O)[C@@H](C)O